# 1
ORCA calculation (ωB97M-V with the def2-TZVPD basis set) on a molecular structure, C11H15ClN2O2PtS.

Positions of all 33 atoms, in Å:
Pt -0.668 -0.796 -1.324
Cl -3.103 0.327 -2.626
S 0.210 0.898 0.739
O -3.276 -0.216 -0.048
O 0.419 -2.545 0.890
N -1.104 0.065 2.956
N 1.182 0.384 3.148
C -0.245 -0.585 -3.544
C 1.351 -0.507 4.301
C 0.678 -1.529 -2.874
C -2.540 -0.258 -0.989
C 0.079 0.391 2.375
C -0.037 -1.981 -0.020
C 1.736 0.533 -3.071
C -1.428 0.515 4.313
C 0.035 1.855 -4.453
C 1.908 -0.778 -2.604
C 0.470 0.672 -3.683
H -2.189 1.296 4.257
H 2.047 0.633 2.668
H 2.814 -1.213 -2.181
H 2.480 1.326 -3.042
H 0.419 -1.025 4.540
H -1.817 -0.309 4.916
H 0.390 2.784 -3.981
H -1.134 -0.867 -4.107
H 2.118 -1.261 4.077
H 0.454 1.826 -5.471
H 0.576 -2.611 -2.922
H -1.059 1.898 -4.525
H 1.673 0.081 5.171
H -1.898 0.074 2.315
H -0.542 0.921 4.797

## Properties
HOMO (alpha / beta)	-14.54 / -16.29	eV
multiplicity	5
total charge	+2

In elementary charge units, the Löwdin charges are: 0.990, 0.687, 0.823, 0.027, 0.149, 0.008, 0.001, -0.136, -0.027, -0.177, -0.849, -0.730, -0.289, 0.041, -0.029, -0.002, -0.001, -0.239, 0.112, 0.142, 0.140, 0.153, 0.089, 0.109, 0.111, 0.113, 0.111, 0.126, 0.133, 0.088, 0.113, 0.128, 0.088

---

# 2
ORCA calculation (ωB97M-V with the def2-TZVPD basis set) on 2 unconnected molecules or ions with the total composition C8H5ClFN.

Positions of all 16 atoms, in Å:
Cl 2.016 2.059 -0.487
F 2.243 -1.897 1.204
N 1.090 -2.869 -1.685
C -1.948 -0.028 0.399
C -0.755 -0.694 0.442
C 1.494 -2.055 -0.950
C 0.375 -0.029 0.158
C -0.718 2.053 -0.236
C 0.441 1.317 -0.118
C 2.027 -1.269 0.070
C -1.924 1.325 0.063
H 2.785 -0.544 -0.140
H -0.697 3.058 -0.389
H -2.846 1.772 0.127
H -2.704 -0.438 0.845
H -0.879 -1.763 0.698

## Properties
HOMO	-9.79	eV
total charge	0

In elementary charge units, the Löwdin charges are: 0.650, 0.073, 0.188, -0.061, -0.089, -0.208, -0.080, -0.057, -0.605, -0.220, -0.023, 0.090, 0.073, 0.076, 0.054, 0.138

---

# 3
ORCA calculation (ωB97M-V with the def2-TZVPD basis set) on a molecular structure, C25H32Br2CaN3O7S2.

Positions of all 72 atoms, in Å:
Br -0.179 5.587 -3.916
Br 5.139 4.868 1.659
Ca 0.809 -0.342 0.324
S -0.708 -3.117 -0.354
S 2.555 -1.090 2.034
O 0.053 -1.093 -1.456
O 3.356 0.294 1.741
O 0.149 -1.739 -3.574
O 3.293 -1.800 3.040
O 1.215 -0.708 2.432
O -0.381 -2.341 0.850
O 2.562 -1.760 0.734
N 2.526 -0.040 -1.477
N 0.204 1.802 -1.234
N 1.671 1.770 0.989
C 3.793 3.529 1.370
C 2.595 1.511 2.040
C 2.989 3.642 0.223
C -1.913 0.336 2.374
C -2.141 2.263 0.929
C -1.921 3.728 0.676
C -2.855 1.488 0.027
C -0.630 1.823 -2.251
C 2.017 -0.533 -2.735
C 1.934 2.738 0.121
C 0.597 -4.563 -2.312
C 3.596 2.591 2.307
C -2.489 -4.455 1.315
C -3.861 -0.706 -0.699
C -1.324 -4.732 0.390
C -1.495 -0.277 3.675
C -3.076 0.137 0.263
C -0.011 4.026 -2.819
C -0.766 2.903 -3.115
C 0.861 4.030 -1.754
C -2.611 -0.423 1.443
C 0.618 -1.185 -2.581
C 0.843 -3.900 -0.968
C 0.976 2.858 -0.989
C -1.676 1.678 2.099
H 1.885 0.307 -3.426
H 1.556 -3.084 -1.042
H -2.815 -1.465 1.649
H -2.671 4.321 1.204
H -1.419 2.870 -3.973
H -0.937 4.027 1.029
H -0.502 -5.172 0.948
H -2.000 3.951 -0.386
H -2.370 -0.537 4.275
H 1.423 4.917 -1.513
H -0.868 0.406 4.241
H 1.518 -4.988 -2.709
H -2.744 -5.341 1.892
H -1.604 -5.379 -0.440
H -3.254 1.945 -0.870
H 3.192 4.409 -0.506
H 1.196 -4.591 -0.205
H -3.999 -0.196 -1.649
H -1.148 2.285 2.823
H -3.364 -4.139 0.753
H -1.212 0.926 -2.403
H -0.140 -5.360 -2.232
H 2.669 -1.273 -3.234
H 2.872 -0.806 -0.900
H 4.182 2.514 3.208
H -4.844 -0.931 -0.284
H -3.337 -1.643 -0.880
H 3.287 0.616 -1.615
H 2.034 1.268 2.957
H -2.211 -3.662 2.006
H 0.231 -3.821 -3.019
H -0.913 -1.174 3.476

## Properties
HOMO	-4.37	eV
total charge	-1

In elementary charge units, the Löwdin charges are: 0.705, 0.659, 1.364, 0.956, 0.387, -0.326, -0.187, -0.001, -0.270, -0.424, -0.587, -0.405, -0.030, 0.101, -0.003, -0.701, -0.398, -0.125, -0.272, -0.276, -0.040, -0.036, -0.133, -0.166, -0.296, -0.123, -0.088, -0.151, -0.039, -0.357, -0.047, -0.265, -0.667, -0.098, -0.059, -0.029, -0.694, -0.347, -0.207, -0.013, 0.118, 0.062, 0.105, 0.081, 0.099, 0.079, 0.082, 0.068, 0.082, 0.100, 0.078, 0.077, 0.070, 0.075, 0.114, 0.072, 0.090, 0.074, 0.121, 0.068, 0.115, 0.060, 0.119, 0.044, 0.095, 0.080, 0.061, 0.100, 0.131, 0.054, 0.050, 0.066

---

# 4
ORCA calculation (ωB97M-V with the def2-TZVPD basis set) on 2 unconnected molecules or ions with the total composition C3H12NS.

Positions of all 17 atoms, in Å:
S 0.312 -0.895 0.732
N -0.571 1.653 -1.022
C -0.481 -2.522 0.340
C -0.083 2.741 -1.955
C 1.095 -1.365 2.289
H 0.149 0.871 -1.027
H -1.442 1.168 -1.388
H 0.391 -1.439 3.146
H 1.825 -0.570 2.475
H -0.281 -3.252 1.113
H 0.879 3.061 -1.574
H -1.543 -2.320 0.180
H -0.921 2.010 -0.139
H -0.779 3.547 -1.794
H -0.270 2.380 -2.955
H -0.070 -2.823 -0.626
H 1.790 -2.247 2.205

## Properties
HOMO	-12.28	eV
total charge	+1

In elementary charge units, the Löwdin charges are: 0.719, 0.088, -0.358, 0.003, -0.433, 0.090, 0.187, 0.058, 0.026, 0.041, 0.109, 0.028, 0.148, 0.094, 0.105, 0.029, 0.068

---

So what do the calculations give for E_tot? Going down the list: -45308.528; -25103.663; -225447.872; -15623.754 eV.